A single C5H2Cl4N2 molecule, computed with ωB97M-V/def2-TZVPD.

## Properties
Strongest force on any atom in eV/Å: 4.592
SMILES: NN=C1C(Cl)=C(Cl)C(Cl)=C1Cl
LUMO energy in hartree: -0.0523

Each line ends with the Löwdin charge.
Positions of all 13 atoms, in Å:
Cl (0.243, -0.017, -3.769)  0.613
Cl (-0.466, -2.840, -1.914)  0.605
Cl (-0.312, -2.112, 1.375)  0.687
Cl (1.005, 2.579, -1.620)  0.665
N (0.152, 1.236, 1.363)  0.073
N (-0.029, 0.717, 2.633)  0.024
C (-0.223, -0.904, 0.099)  -0.596
C (0.118, 0.473, 0.255)  -0.318
C (0.406, 1.022, -1.069)  -0.610
C (0.114, 0.068, -1.966)  -0.654
C (-0.193, -1.165, -1.285)  -0.614
H (-0.726, 1.258, 3.133)  0.100
H (-0.090, -0.316, 2.764)  0.027